# 1
This record from OMol25 describes a molecular structure, C41H32Br2F5N10O3SSe2Tc. The level of theory is ωB97M-V/def2-TZVPD.

Last column: Löwdin spin population.
Positions of all 97 atoms, in Å:
Tc: -0.86338 -0.57542 -0.26933  0.874
Br: 3.19782 -5.06529 -3.18877  0.000
C: 2.01772 -3.86191 -2.38259  -0.001
C: 1.33872 -4.21166 -1.23493  0.000
C: 0.48812 -3.28594 -0.66027  0.002
N: 0.28107 -2.06477 -1.18213  0.004
C: 0.96767 -1.72963 -2.29848  -0.001
C: 1.83752 -2.60020 -2.92212  -0.001
C: 0.73692 -0.34865 -2.76181  -0.002
C: 1.19019 0.12240 -3.98514  0.000
C: 0.88264 1.41096 -4.36361  -0.002
Br: 1.44363 2.07165 -6.01896  0.000
C: 0.12842 2.20217 -3.51250  0.001
C: -0.28194 1.66079 -2.31535  0.000
N: 0.00575 0.40822 -1.91672  0.002
H: 1.46780 -5.18102 -0.77584  0.000
H: -0.05639 -3.52009 0.24426  0.001
H: 2.38955 -2.29826 -3.79952  0.000
H: 1.75632 -0.51732 -4.64566  0.000
H: -0.13535 3.21653 -3.77518  0.000
H: -0.88393 2.24410 -1.63502  0.000
O: 0.34895 -3.02658 2.94029  0.000
C: 0.94019 -3.10955 4.22321  0.000
C: 2.29614 -2.42571 4.27029  0.000
C: 2.77675 -2.60817 5.72787  0.000
O: 4.01478 -1.96800 5.98981  0.000
C: 3.34697 -3.02622 3.33734  0.000
Se: 3.08704 -2.53498 1.46109  0.000
C: 2.21129 -0.92482 3.99201  0.000
Se: 2.06146 -0.50827 2.08562  -0.001
H: -0.51834 -3.44186 2.95164  0.000
H: 1.06611 -4.15422 4.53544  0.000
H: 0.30613 -2.61353 4.96951  0.000
H: 2.82281 -3.67558 5.95917  0.000
H: 2.03841 -2.16020 6.39512  0.000
H: 4.72588 -2.61426 5.97580  0.000
H: 3.36446 -4.11588 3.38691  0.000
H: 4.32362 -2.63412 3.60769  0.000
H: 3.12193 -0.44190 4.33176  0.000
H: 1.35524 -0.46650 4.49054  0.000
C: -0.56765 4.27061 2.82990  0.000
N: -0.74898 2.89929 2.36574  0.004
C: -0.82897 2.43109 1.12863  0.010
N: -1.03915 1.12274 1.15312  0.016
C: -1.07784 0.84235 2.49641  0.007
N: -0.90368 1.88924 3.25869  0.002
C: -1.88105 4.92225 3.20438  0.000
C: -1.91177 5.88092 4.20980  0.000
C: -3.10867 6.49657 4.55419  0.000
C: -4.28418 6.15712 3.90389  0.000
C: -4.25184 5.20496 2.89173  0.000
C: -3.05368 4.59481 2.54261  0.000
C: -5.48493 4.83810 2.18970  0.000
N: -6.69576 5.16778 2.45058  0.000
N: -7.48993 4.53276 1.48278  0.000
C: -6.68181 3.88617 0.72783  0.000
O: -5.38544 4.02819 1.10618  0.000
C: -6.96306 3.04032 -0.43397  0.000
C: -8.24554 2.55084 -0.65436  0.000
C: -8.47879 1.71074 -1.72998  0.000
C: -7.44189 1.35715 -2.58529  0.000
C: -6.16463 1.86512 -2.38286  0.000
C: -5.03092 1.51148 -3.31061  0.000
N: -4.08254 0.56965 -2.68989  -0.001
C: -3.32330 0.73820 -1.61343  0.000
N: -2.59972 -0.35110 -1.41255  0.002
C: -2.94557 -1.16275 -2.45352  0.001
N: -3.84257 -0.63952 -3.25104  0.000
C: -5.93595 2.71245 -1.30741  0.000
H: -0.05720 4.81994 2.03909  0.000
H: 0.08903 4.23122 3.69498  0.000
H: -0.71929 3.06139 0.26166  0.000
H: -1.23580 -0.15459 2.87593  0.001
H: -0.99953 6.14381 4.73432  0.000
H: -3.12417 7.23811 5.34237  0.000
H: -5.22776 6.61476 4.17280  0.000
H: -3.05732 3.83852 1.76722  0.000
H: -9.04290 2.82617 0.02385  0.000
H: -9.47263 1.31818 -1.89973  0.000
H: -7.63152 0.68990 -3.41806  0.000
H: -4.48028 2.40242 -3.60890  0.000
H: -5.39078 1.01117 -4.20373  0.000
H: -3.35556 1.59929 -0.96838  0.000
H: -2.54084 -2.15320 -2.58864  0.000
H: -4.95655 3.15081 -1.15006  0.000
F: -7.88346 -1.52282 1.43469  0.002
C: -6.55942 -1.63785 1.36313  0.006
C: -5.96714 -2.88120 1.26983  -0.001
F: -6.72977 -3.97248 1.24513  -0.001
C: -4.59011 -2.98676 1.19373  0.006
F: -4.07836 -4.21744 1.09666  0.002
C: -3.74629 -1.87924 1.20536  0.004
S: -1.98844 -2.13021 1.15943  0.058
C: -4.38503 -0.65020 1.31620  0.006
F: -3.67589 0.49406 1.39805  0.002
C: -5.75876 -0.51607 1.38347  -0.001
F: -6.31108 0.69895 1.47498  -0.001

Its spin multiplicity is 2. The calculation puts the strongest force on any atom at 1.75 eV/A. The LUMO energy (alpha / beta) comes out at -3.343 / -3.311 eV. Its energy above the lowest of the compared OMol25 structures with the same formula, charge and spin is 10.0 kcal per mole. The orbital gap (alpha / beta) comes out at 0.2332 / 0.2317 Ha. The total energy is -13283.90510 hartree. The value obtained for the highest occupied orbital energy (alpha / beta) is -9.6882 / -9.6169 eV. As for the charge: +1.

=====

# 2
This record from OMol25 describes a molecular structure, C41H32IN8OPZn. The level of theory is ωB97M-V/def2-TZVPD.

Last column: Löwdin charge in e.
Positions of all 85 atoms, in Å:
Zn: -9.36904 14.65595 7.88931  0.770
C: -7.04366 18.59543 6.80930  -0.248
C: -7.48617 17.24587 6.07650  -0.223
N: -8.16148 16.30308 8.23344  0.091
C: -8.83845 17.33586 8.75399  -0.161
C: -8.62336 18.76104 8.54272  -0.062
N: -8.00477 19.34684 7.56380  0.142
C: -10.03883 16.98554 9.48054  -0.177
C: -10.72312 17.77904 10.40679  0.093
C: -11.72654 17.22102 11.21692  -0.098
C: -12.08707 15.87807 10.96965  0.097
C: -11.41114 15.15083 9.98309  -0.176
N: -10.44994 15.72507 9.21477  0.079
C: -11.55876 13.73481 9.85104  -0.174
C: -12.60883 12.98237 10.39198  -0.041
N: -12.53388 11.66597 10.51086  0.117
C: -11.39810 11.06116 10.20446  -0.068
C: -10.33400 11.78626 9.68658  -0.085
N: -10.45901 13.06517 9.34017  0.101
C: -12.29747 17.96308 12.34346  -0.179
C: -12.54766 19.32815 12.27009  -0.009
C: -13.04290 19.98561 13.38186  -0.122
N: -13.23890 19.41669 14.55861  0.087
C: -13.00249 18.10094 14.64520  -0.106
C: -12.53899 17.32616 13.58438  0.005
H: -6.57018 19.33864 6.15993  0.143
H: -6.76423 17.15411 5.22644  0.145
H: -9.21347 19.48252 9.15397  0.132
H: -10.38344 18.79743 10.60381  0.124
H: -12.76125 15.35670 11.64259  0.126
H: -13.51566 13.43616 10.77721  0.130
H: -11.37312 9.98658 10.31927  0.126
H: -9.36809 11.32315 9.54112  0.117
H: -12.33359 19.86995 11.35451  0.118
H: -13.30901 21.04443 13.33566  0.123
H: -13.15935 17.68598 15.65172  0.124
H: -12.34977 16.26281 13.72502  0.115
I: -10.89482 13.88683 4.45743  1.026
C: -9.39778 14.36881 2.97207  -0.535
C: -9.16502 13.40702 2.00080  -0.145
C: -8.52866 13.68531 0.77267  -0.049
C: -8.07286 14.95763 0.54117  -0.015
C: -8.22204 15.96494 1.52223  -0.144
C: -7.78723 17.26971 1.18242  0.003
C: -7.96459 18.26790 2.10920  -0.056
C: -8.55931 18.02554 3.33546  -0.093
C: -8.92761 16.75115 3.75850  -0.323
P: -9.19005 16.57037 5.54055  1.050
C: -6.94223 16.50427 7.35679  -0.386
C: -6.15783 15.28005 7.19497  -0.017
C: -4.82354 15.31216 6.83646  -0.059
C: -4.12457 16.53160 6.72141  -0.063
C: -4.69926 17.72944 7.13028  -0.015
C: -6.05985 17.78684 7.70627  -0.152
C: -10.67541 17.65176 5.82703  -0.368
C: -10.61548 19.02354 5.64139  -0.109
C: -11.77623 19.79190 5.68704  -0.045
C: -13.01003 19.18435 5.94138  -0.058
C: -13.07180 17.82153 6.15472  -0.069
C: -11.89769 17.06846 6.16565  -0.145
C: -8.84217 15.67485 2.80852  -0.187
H: -9.51377 12.40732 2.16423  0.085
H: -8.42565 12.90342 0.04604  0.112
H: -7.60365 15.21082 -0.40941  0.128
H: -7.28655 17.47886 0.22795  0.134
H: -7.67223 19.29013 1.89125  0.119
H: -8.65962 18.86243 4.03464  0.092
H: -6.64809 14.30508 7.34949  0.078
H: -4.29173 14.39895 6.61925  0.108
H: -3.12602 16.55548 6.31992  0.110
H: -4.09400 18.65722 7.05261  0.135
H: -6.03246 18.09534 8.76077  0.162
H: -9.65064 19.52433 5.46765  0.095
H: -11.68662 20.86984 5.58839  0.117
H: -13.91885 19.76962 5.97247  0.115
H: -14.02237 17.32994 6.31912  0.112
H: -11.92733 16.00505 6.41594  0.040
N: -7.51793 10.98440 7.02388  0.196
C: -8.57062 11.83285 6.84176  -0.613
N: -9.74291 11.24801 6.55818  0.175
O: -8.44591 13.08072 7.01576  -0.121
H: -7.59175 10.02316 6.69746  0.128
H: -6.57729 11.38948 7.12439  0.141
H: -9.70379 10.31291 6.14994  0.137
H: -10.47436 11.84089 6.19575  -0.006

The calculation puts the strongest force on any atom at 3.94 eV/A. The LUMO energy comes out at -7.020 eV. Its energy above the lowest of the compared OMol25 structures with the same formula, charge and spin is 59.1 kcal per mole. The orbital gap comes out at 0.2063 Ha. The total energy is -4512.73096 hartree. The value obtained for the highest occupied orbital energy is -12.6349 eV. As for the charge: +2.

=====

Look up the strongest force on any atom of the first one. 1.75 eV/A